# 1
37
Properties=species:S:1:pos:R:3:forces:R:3:mulliken_spin:R:1 method="wB97M-V/def2-TZVPD" total_charge=+1 orbital_gap_ha="0.3041 / 0.2865" spin_multiplicity=4 homo_ev="-11.01 / -11.02" s2=3.7607 lumo_energy_ha="-0.10050 / -0.11869"
Co -0.561 -0.234 0.490 -0.10 0.17 0.08 2.73
S -1.153 4.002 1.288 -0.12 0.12 0.06 0.02
C -0.613 3.419 2.795 0.11 -0.05 0.02 -0.01
C -0.342 2.081 2.764 -0.06 -0.01 0.00 -0.04
C -0.593 1.473 1.498 -0.02 0.03 0.08 0.10
C -1.054 2.427 0.613 0.01 -0.11 -0.35 -0.02
C -1.393 2.133 -0.786 0.09 0.06 0.19 0.03
C -1.827 3.081 -1.708 -0.01 -0.01 -0.03 0.00
C -2.101 2.689 -3.003 -0.01 0.02 -0.05 0.00
C -1.932 1.359 -3.373 0.01 -0.03 0.03 0.01
C -1.497 0.474 -2.411 -0.01 0.01 0.03 0.00
N -1.240 0.842 -1.152 0.02 -0.05 0.02 0.03
H -0.512 4.097 3.627 0.02 0.00 0.01 0.00
H 0.020 1.557 3.638 0.00 -0.03 -0.01 0.00
H -1.944 4.113 -1.409 0.00 0.00 0.02 0.00
H -2.440 3.417 -3.727 0.00 0.00 0.00 0.00
H -2.129 1.018 -4.378 -0.01 0.01 0.00 0.00
H -1.341 -0.573 -2.644 -0.01 0.00 -0.01 0.01
C 2.273 -3.092 1.260 0.07 -0.09 0.08 0.00
Sb 1.756 -1.425 0.071 -0.22 0.00 0.03 0.05
C 3.414 -0.166 0.399 0.15 0.05 0.01 0.00
C 2.206 -2.168 -1.854 0.08 -0.06 -0.11 0.01
H 3.263 -3.443 0.974 -0.01 -0.03 0.01 0.00
H 1.544 -3.886 1.114 0.00 -0.01 -0.01 0.00
H 2.288 -2.810 2.311 0.00 0.01 0.00 0.00
H 4.325 -0.737 0.225 0.03 0.05 0.01 0.00
H 3.401 0.204 1.422 0.00 0.00 0.01 0.00
H 3.377 0.682 -0.282 0.00 0.00 -0.01 0.00
H 3.221 -2.563 -1.845 0.00 -0.01 -0.04 0.00
H 2.139 -1.365 -2.585 0.00 0.00 0.00 0.00
H 1.514 -2.960 -2.128 -0.01 -0.01 0.01 0.00
N -1.537 -2.885 1.564 -0.07 0.18 0.00 0.01
N -2.032 -1.629 1.047 0.02 -0.19 -0.03 0.05
H -2.315 -3.426 1.929 0.00 -0.05 0.01 0.00
H -0.937 -2.667 2.350 0.08 -0.01 0.00 0.00
H -2.682 -1.182 1.691 -0.02 0.05 0.05 0.00
H -2.567 -1.854 0.215 -0.01 -0.02 -0.07 0.00


# 2
58
Properties=species:S:1:pos:R:3:forces:R:3:mulliken_spin:R:1 method="wB97M-V/def2-TZVPD" total_charge=+1 orbital_gap_ha="0.2879 / 0.2405" spin_multiplicity=6 homo_ev="-10.93 / -12.23" s2=8.7692 lumo_energy_ha="-0.11389 / -0.20895"
Ir 0.454 0.132 -0.758 -0.68 -0.22 1.12 2.70
S -1.912 1.293 -0.552 0.69 -0.33 -0.12 0.39
P -2.430 -0.587 0.074 -0.28 0.49 0.03 0.14
C -0.828 -1.072 0.520 -0.16 -0.67 -0.38 0.82
P 0.262 -2.302 1.072 0.45 -0.05 0.08 0.11
S 1.905 -1.076 1.096 -0.44 0.32 -0.40 0.45
C 0.406 -3.637 -0.132 -0.24 0.19 0.31 -0.02
C 1.185 -4.743 0.203 0.04 0.03 -0.04 -0.01
C 1.340 -5.765 -0.719 0.05 -0.04 0.06 0.00
C 0.714 -5.688 -1.956 -0.04 0.01 -0.04 0.00
C -0.063 -4.586 -2.284 -0.02 0.00 -0.02 0.00
C -0.218 -3.554 -1.373 0.10 -0.04 0.05 0.05
C -0.046 -3.020 2.691 -0.03 0.15 -0.20 0.06
C -0.864 -4.145 2.798 0.01 0.01 -0.05 0.00
C -1.157 -4.656 4.051 -0.05 -0.05 0.02 0.00
C -0.637 -4.048 5.187 0.03 0.05 0.00 0.01
C 0.172 -2.925 5.078 0.00 0.02 0.05 0.00
C 0.469 -2.403 3.829 -0.04 -0.03 -0.05 -0.01
C -3.093 -1.575 -1.281 0.12 0.16 0.25 0.06
C -2.971 -1.143 -2.597 0.03 -0.05 0.02 0.00
C -3.442 -1.954 -3.619 0.00 -0.01 -0.05 0.00
C -4.019 -3.181 -3.324 0.01 0.03 -0.02 0.01
C -4.135 -3.610 -2.007 0.00 -0.05 0.04 0.00
C -3.674 -2.808 -0.979 -0.01 0.03 0.02 -0.02
C -3.652 -0.578 1.388 0.27 -0.07 -0.21 -0.01
C -4.929 -0.115 1.077 0.05 -0.04 0.03 -0.01
C -5.888 -0.063 2.072 -0.02 0.02 -0.07 0.01
C -5.572 -0.479 3.360 -0.01 0.00 0.03 0.00
C -4.302 -0.948 3.661 0.01 -0.03 0.06 0.01
C -3.328 -0.997 2.675 0.02 0.05 -0.08 0.03
H 1.674 -4.794 1.168 0.00 -0.05 -0.01 0.00
H 1.952 -6.622 -0.472 -0.01 0.00 0.00 0.00
H 0.834 -6.490 -2.671 0.02 0.00 0.01 0.00
H -0.544 -4.520 -3.251 0.02 -0.01 0.00 0.00
H -0.805 -2.686 -1.635 -0.04 0.00 -0.05 0.00
H -1.253 -4.619 1.905 -0.01 -0.03 0.04 0.00
H -1.785 -5.531 4.146 0.01 0.00 -0.02 0.00
H -0.858 -4.456 6.165 -0.01 0.00 -0.01 0.00
H 0.575 -2.456 5.965 0.00 -0.01 0.00 0.00
H 1.099 -1.528 3.730 0.01 0.00 0.04 -0.01
H -2.506 -0.193 -2.818 -0.02 0.01 -0.02 0.00
H -3.356 -1.625 -4.646 0.00 -0.01 0.00 0.00
H -4.389 -3.807 -4.126 0.01 -0.01 0.00 0.00
H -4.590 -4.566 -1.785 0.00 0.01 0.01 0.00
H -3.763 -3.126 0.055 -0.05 -0.03 -0.02 0.00
H -5.154 0.202 0.064 -0.09 0.01 0.03 0.00
H -6.881 0.299 1.844 0.00 0.00 0.02 0.00
H -6.324 -0.433 4.136 0.00 -0.01 0.00 0.00
H -4.068 -1.274 4.666 0.00 0.01 0.00 0.00
H -2.328 -1.350 2.897 -0.03 0.00 0.06 -0.01
F 2.355 1.479 -2.184 0.03 -0.15 -0.28 0.01
C 2.476 0.791 -3.365 -0.07 0.01 0.18 0.00
F 3.736 0.451 -3.514 0.07 -0.12 0.04 0.00
F 2.108 1.594 -4.340 -0.14 -0.01 -0.08 0.00
S 1.376 -0.705 -3.236 0.66 0.07 -0.88 -0.02
O 1.843 -1.307 -1.976 -0.11 0.21 0.18 0.10
O 1.500 -1.475 -4.417 0.01 0.03 -0.07 0.02
O 0.055 -0.082 -2.988 -0.13 0.20 0.37 0.12


# 3
86
Properties=species:S:1:pos:R:3:forces:R:3:mulliken_spin:R:1 method="wB97M-V/def2-TZVPD" total_charge=+2 orbital_gap_ha="0.2507 / 0.1638" spin_multiplicity=5 homo_ev="-12.48 / -12.42" s2=6.0536 lumo_energy_ha="-0.20781 / -0.29256"
N -6.759 5.315 -6.173 0.53 -0.32 0.05 0.00
C -6.524 5.778 -4.929 -0.20 -0.89 -0.87 0.00
C -5.786 5.063 -3.977 0.19 -0.12 -0.44 0.00
C -5.146 3.837 -4.330 -1.18 1.10 -1.04 0.00
C -5.420 3.373 -5.654 -0.04 0.29 -0.25 0.00
C -6.213 4.141 -6.537 0.10 -0.04 1.13 0.00
C -4.214 3.159 -3.426 1.16 -1.47 -1.18 0.00
Fe -0.011 -0.025 -0.625 0.34 0.74 1.34 2.99
P 4.631 -0.550 -0.935 -0.36 0.00 0.24 0.66
C -3.369 2.205 -3.962 -1.96 1.09 -0.48 0.00
C -2.328 1.482 -3.331 0.68 0.46 1.26 0.01
C -1.185 1.148 -4.159 0.27 1.38 1.93 -0.02
C 0.067 1.242 -3.526 -0.43 -0.59 0.01 0.03
C 0.137 1.473 -2.127 -1.10 -0.85 0.28 -0.08
C -1.039 1.623 -1.286 -0.50 0.41 -0.63 -0.03
C -2.362 1.542 -1.920 3.33 0.40 -0.14 0.08
Br 2.117 1.236 -1.416 -2.58 0.69 -0.57 -0.01
H -4.131 3.481 -2.383 -0.20 -0.11 -0.42 0.00
H -3.323 2.084 -5.033 -0.56 0.13 -0.24 0.00
H -5.720 5.530 -2.997 0.33 -0.35 0.00 0.00
H -5.024 2.429 -6.073 -0.25 0.63 0.58 0.00
H -6.992 6.752 -4.746 0.32 -0.45 0.34 0.00
H -6.431 3.761 -7.555 0.14 0.39 0.75 0.00
H -1.375 1.143 -5.242 0.56 -0.19 0.55 0.00
H -3.301 1.810 -1.422 0.67 -0.19 0.01 0.00
H 1.047 1.151 -3.991 -0.49 -0.13 -0.50 0.00
H -0.868 1.937 -0.237 -0.55 0.15 -0.59 0.00
P -0.685 -2.051 -1.079 -0.57 -1.51 -0.29 0.02
C 4.971 1.248 -0.657 -0.41 1.21 -0.05 0.06
C 6.342 1.744 -1.179 0.06 -0.24 -0.12 0.02
H 4.873 1.499 0.417 0.11 -0.67 -0.29 0.00
H 4.142 1.883 -1.107 1.50 -0.86 0.30 0.04
H 6.457 2.825 -0.971 -0.15 -0.60 -0.07 0.00
H 7.157 1.202 -0.686 -0.13 0.21 -0.10 0.00
H 6.442 1.591 -2.264 -0.05 0.09 0.33 0.00
C 4.179 -1.143 -2.601 0.28 0.02 -0.79 0.05
C 5.257 -2.154 -3.088 0.06 -0.09 0.10 0.02
H 4.144 -0.278 -3.276 0.22 0.00 0.21 0.00
H 3.156 -1.559 -2.657 0.57 0.09 0.48 0.01
H 5.168 -2.390 -4.155 -0.21 0.22 0.26 0.00
H 6.264 -1.758 -2.926 -0.13 0.01 -0.09 0.00
H 5.203 -3.102 -2.546 -0.09 0.13 0.01 0.00
C 3.809 -1.475 0.413 0.03 -0.64 0.35 0.05
C 4.868 -1.867 1.514 -0.41 0.24 -0.48 0.03
H 3.329 -2.399 -0.002 0.59 0.76 -0.03 0.00
H 2.964 -0.875 0.799 0.44 -0.05 0.03 0.03
H 4.467 -2.635 2.190 0.02 0.34 -0.24 0.00
H 5.769 -2.274 1.032 -0.28 0.10 0.24 -0.01
H 5.143 -0.981 2.097 0.01 -0.25 -0.06 0.00
C -0.518 -3.530 0.034 0.04 0.04 0.27 -0.03
C -1.563 -4.644 -0.045 -0.11 -0.24 0.04 0.00
H -0.408 -3.165 1.067 -0.01 -0.20 -0.22 0.00
H 0.465 -3.954 -0.209 -0.11 0.16 0.08 0.00
H -2.557 -4.326 0.294 0.22 0.03 -0.18 0.00
H -1.651 -5.050 -1.061 -0.03 0.17 0.17 0.00
H -1.261 -5.482 0.599 -0.05 0.25 -0.16 0.00
C 0.425 -2.561 -2.468 0.18 -0.25 -0.19 0.14
C -0.060 -2.438 -3.907 -0.02 -0.04 -0.41 -0.01
H 0.717 -3.598 -2.267 -0.05 0.08 -0.12 0.00
H 1.337 -1.963 -2.339 -0.19 -0.11 0.00 -0.11
H -0.958 -3.054 -4.078 0.35 0.32 -0.01 0.00
H -0.272 -1.393 -4.194 0.00 -0.52 0.16 0.01
H 0.737 -2.814 -4.576 -0.45 0.18 0.23 0.00
C -2.401 -1.975 -1.762 0.00 -0.42 -0.85 0.03
C -3.568 -1.702 -0.790 -0.19 0.05 0.27 0.02
H -2.574 -2.914 -2.330 0.04 0.48 0.33 0.00
H -2.359 -1.172 -2.530 0.12 -0.46 0.42 -0.03
H -4.207 -0.887 -1.175 0.24 -0.42 0.11 0.00
H -4.196 -2.600 -0.682 0.19 0.35 -0.08 0.00
H -3.237 -1.408 0.221 -0.28 -0.09 -0.89 0.00
N -2.223 -1.187 1.916 1.61 -0.70 0.70 0.01
C -1.429 -0.132 2.364 -1.35 0.25 -0.33 0.01
N -0.494 0.479 1.659 -0.36 -1.10 1.20 0.03
C -0.105 1.634 2.371 -1.07 0.82 0.00 0.00
C 0.727 2.637 1.839 -0.26 -0.03 0.36 0.00
C 0.671 3.919 2.395 0.19 -0.26 0.04 0.00
C -0.120 4.208 3.522 0.04 -0.83 -0.04 0.00
C -0.871 3.191 4.112 0.09 -0.56 -0.19 0.00
C -0.909 1.910 3.515 0.67 1.22 -0.27 0.00
S -2.053 0.621 3.847 1.61 0.28 -1.18 0.00
H -2.954 -1.440 2.592 0.53 -0.06 -0.47 0.00
H -1.650 -2.005 1.624 -0.90 0.81 0.27 0.00
H 1.364 2.395 0.980 -0.36 0.30 0.38 0.01
H 1.265 4.712 1.948 -0.07 -0.13 0.10 0.00
H -0.137 5.209 3.946 0.04 -0.21 -0.10 0.00
H -1.445 3.354 5.021 0.02 0.19 -0.24 0.00